Here is a 21-piece molecular cluster, C93H223N5O21 overall at a distorted geometry from the Open Molecules 2025 dataset. Energies are from wB97M-V/def2-TZVPD.

Structure (XYZ):
```
342
Properties=species:S:1:pos:R:3:forces:R:3
C 5.241 -0.608 0.773 0.912 -0.235 0.679
C 6.785 -0.774 0.905 -2.764 -0.903 -0.067
C 7.184 -1.827 -0.130 0.318 -0.164 1.252
O 7.435 0.432 0.595 0.256 0.321 -0.312
H 4.916 0.016 1.605 -0.368 0.628 -0.617
H 4.713 -1.545 0.953 0.281 -0.318 -0.048
H 5.046 -0.313 -0.258 -0.452 0.599 0.292
H 6.945 -0.936 1.971 0.597 -0.691 -0.152
H 8.267 -1.705 -0.151 0.141 -0.531 -0.969
H 6.609 -1.666 -1.042 0.628 0.534 -0.368
H 6.923 -2.862 0.092 0.145 0.042 0.598
H 7.812 0.245 -0.268 0.263 0.726 -0.235
C -0.436 2.748 -5.474 1.232 -0.309 1.371
C -1.190 1.582 -6.071 -1.306 1.754 0.915
C -2.713 1.884 -6.001 0.034 -0.643 0.496
O -0.644 1.564 -7.334 -0.024 -0.396 -2.194
H 0.623 2.528 -5.608 0.195 -0.017 0.136
H -0.587 2.863 -4.400 -0.190 0.025 0.083
H -0.553 3.723 -5.947 -0.668 -0.249 -0.289
H -1.001 0.608 -5.620 0.082 0.164 0.687
H -3.285 1.045 -6.396 -0.169 0.268 -0.697
H -3.023 2.871 -6.345 0.279 -0.262 -0.826
H -3.100 1.920 -4.982 0.569 -0.170 0.555
H -1.120 0.943 -7.891 -0.040 -0.171 -0.177
C 3.009 -3.139 -3.120 -0.763 -0.152 0.018
C 1.879 -3.602 -4.044 -0.467 -0.099 0.257
C 1.476 -2.683 -5.157 0.525 1.041 -0.252
O 2.088 -4.895 -4.533 -0.230 -1.667 -0.245
H 3.912 -2.806 -3.631 0.032 -0.139 -0.148
H 3.211 -3.988 -2.466 0.369 0.090 0.019
H 2.654 -2.335 -2.475 0.031 0.214 -0.054
H 0.983 -3.745 -3.440 -0.034 0.050 0.423
H 2.372 -2.479 -5.743 -0.029 0.314 -0.278
H 1.095 -1.754 -4.735 0.220 0.288 0.012
H 0.698 -3.020 -5.841 0.126 -0.585 0.250
H 2.932 -5.113 -4.935 0.237 0.681 0.069
C 3.504 2.489 2.994 0.978 1.003 1.583
C 4.275 3.360 4.071 1.237 -0.758 -3.310
C 5.022 4.555 3.504 1.473 -0.161 -0.484
O 3.417 3.892 4.930 -2.982 0.842 3.059
H 2.932 1.732 3.531 0.090 -0.167 0.051
H 4.261 2.011 2.373 -0.463 0.124 -0.556
H 2.781 3.167 2.539 0.204 -0.214 -0.677
H 4.908 2.676 4.637 0.769 0.006 -0.409
H 5.575 5.106 4.264 0.241 -0.530 0.481
H 4.469 5.397 3.088 -0.809 -0.652 -0.401
H 5.751 4.191 2.781 0.066 0.294 -0.315
H 3.438 3.218 5.613 -0.855 0.038 1.039
C 2.628 -0.452 7.670 -1.145 -0.290 -0.253
C 2.541 0.981 7.127 -0.112 1.385 1.509
C 1.955 2.037 8.189 0.603 -1.319 -0.693
O 3.823 1.433 6.668 -0.200 0.551 0.522
H 3.282 -0.657 8.518 0.674 0.648 -0.364
H 2.805 -1.161 6.861 0.399 0.085 0.014
H 1.697 -0.816 8.103 -0.601 0.434 -0.233
H 1.875 1.143 6.280 -0.297 -0.907 -0.181
H 0.869 2.031 8.094 -0.031 0.145 -0.120
H 2.341 3.040 8.004 -0.032 -0.067 -0.119
H 2.154 1.763 9.225 0.343 -0.047 -0.034
H 4.288 0.702 6.253 0.276 -0.472 -0.247
C 5.515 -2.239 6.928 0.715 -0.054 -0.394
C 6.393 -1.730 5.724 -0.720 0.211 1.691
C 6.512 -2.731 4.663 1.014 -2.404 -0.901
O 5.601 -0.687 5.192 -0.914 1.122 0.264
H 4.551 -2.443 6.462 -0.145 0.165 0.265
H 5.427 -1.534 7.754 -0.120 0.450 -0.440
H 5.799 -3.153 7.449 0.555 -0.264 -0.531
H 7.373 -1.343 6.003 0.037 0.022 0.362
H 5.652 -3.401 4.655 -0.536 0.553 -0.706
H 7.288 -3.489 4.775 0.535 0.116 0.759
H 6.820 -2.302 3.710 -0.747 0.175 -0.144
H 6.123 -0.037 4.716 0.409 0.115 -0.379
C -5.583 -5.112 1.684 0.911 -1.975 0.948
C -5.409 -4.015 2.703 1.818 -2.290 1.733
C -3.976 -3.781 3.253 0.269 0.255 -1.497
O -5.898 -2.905 2.132 -0.711 3.292 -0.604
H -5.256 -4.823 0.685 -0.333 0.166 0.054
H -6.557 -5.600 1.728 -0.433 0.695 -0.476
H -4.975 -5.968 1.978 0.504 -0.107 -0.033
H -5.893 -4.214 3.659 -0.971 -0.506 -0.061
H -3.287 -3.566 2.436 0.014 0.507 -0.251
H -3.462 -4.630 3.704 -0.787 -0.200 0.409
H -3.996 -2.931 3.934 0.088 -0.053 0.050
H -6.692 -3.131 1.641 -0.092 -0.063 -0.379
C -5.611 1.953 2.029 -1.439 1.557 -0.522
C -5.666 0.520 2.514 0.731 -0.499 0.113
C -6.607 0.260 3.751 0.792 0.002 -1.464
O -6.030 -0.285 1.388 -0.798 0.896 -0.301
H -6.617 2.264 1.745 -0.653 -0.506 -0.198
H -5.092 2.233 1.112 0.671 -0.908 0.029
H -5.446 2.809 2.683 0.744 -0.633 0.936
H -4.662 0.136 2.697 0.338 0.414 0.837
H -6.079 0.233 4.704 0.007 0.358 -0.025
H -6.994 -0.744 3.575 -0.270 0.055 0.176
H -7.409 0.999 3.728 -0.092 -0.143 0.286
H -5.787 -1.188 1.607 0.095 -0.413 0.115
C -5.741 -0.552 -2.530 -1.037 -0.367 1.559
C -6.623 -1.312 -3.546 1.779 0.379 0.487
C -5.640 -1.545 -4.650 0.273 -0.923 -1.269
O -7.174 -2.567 -3.023 0.592 1.716 0.153
H -6.266 -0.347 -1.597 -0.074 -0.272 0.265
H -5.408 0.448 -2.809 -0.191 -0.135 -0.784
H -4.846 -1.123 -2.282 -0.036 -0.168 -0.007
H -7.367 -0.616 -3.934 -0.581 -0.312 0.244
H -6.160 -2.004 -5.491 0.226 0.250 -0.537
H -4.799 -2.202 -4.429 -0.307 -0.458 0.640
H -5.092 -0.640 -4.910 -0.616 0.307 -0.418
H -7.492 -3.091 -3.761 -0.024 0.038 -0.150
C -2.116 -1.949 -6.108 -1.383 2.697 0.946
C -2.214 -3.189 -6.853 0.163 -2.165 0.441
C -3.446 -4.063 -6.614 0.542 -1.564 0.386
O -1.927 -3.101 -8.213 0.178 1.244 -1.126
H -2.716 -1.122 -6.488 0.196 0.231 -0.620
H -1.103 -1.613 -5.889 -0.087 -0.014 -0.266
H -2.644 -2.085 -5.164 0.420 -0.334 0.398
H -1.351 -3.659 -6.380 -0.058 -1.394 -0.032
H -3.215 -4.986 -7.147 -0.332 -0.074 -0.779
H -4.477 -3.782 -6.828 0.339 0.671 -0.313
H -3.457 -4.551 -5.640 0.053 0.765 0.650
H -2.211 -3.876 -8.704 -0.053 -0.104 0.321
C -2.103 2.132 6.531 1.416 -0.237 -0.735
C -3.075 1.066 6.118 0.935 -0.251 -0.431
C -2.395 -0.217 5.708 0.629 1.208 -1.564
O -3.827 0.823 7.216 -2.586 -0.616 2.480
H -1.421 1.658 7.237 -0.401 -0.007 0.995
H -2.592 3.015 6.943 0.320 -0.004 -0.190
H -1.317 2.298 5.795 -0.535 0.846 -0.689
H -3.791 1.323 5.337 0.232 0.499 -0.224
H -3.157 -0.821 5.216 0.434 -0.619 0.332
H -1.755 -0.668 6.467 -0.554 -0.272 0.320
H -1.683 0.144 4.966 0.073 -0.582 -0.468
H -3.252 0.429 7.877 -0.087 -0.042 0.236
C -8.960 -1.294 0.296 -0.251 -0.036 0.744
C -8.819 -2.737 0.796 -1.584 1.427 0.752
C -10.192 -3.356 0.879 -0.206 0.163 0.779
O -8.001 -3.458 -0.032 1.251 -0.513 -1.142
H -8.011 -0.802 0.087 0.060 -0.180 -0.122
H -9.414 -0.708 1.095 -0.137 0.138 -0.048
H -9.645 -1.292 -0.552 0.178 0.148 -0.208
H -8.402 -2.719 1.803 0.018 0.046 0.348
H -10.667 -2.910 1.752 -0.281 -0.162 0.128
H -10.111 -4.432 1.036 -0.180 0.004 -0.165
H -10.818 -3.089 0.028 0.145 -0.347 -0.207
H -7.786 -2.792 -0.689 0.712 -0.590 -0.872
C 4.190 -6.442 0.539 -0.725 -0.467 0.166
C 3.521 -5.136 0.984 1.557 -0.225 0.983
C 3.891 -4.846 2.442 0.124 0.131 0.254
O 4.144 -4.153 0.147 -0.210 -0.091 -0.465
H 5.164 -6.542 1.018 0.247 0.440 -0.405
H 4.257 -6.509 -0.547 0.121 0.071 0.073
H 3.694 -7.347 0.889 -0.532 0.109 0.017
H 2.432 -5.087 1.014 -0.167 -0.248 -1.000
H 4.816 -5.307 2.787 0.206 -0.030 -0.338
H 3.129 -5.204 3.135 -0.190 0.253 -0.006
H 4.037 -3.768 2.506 -0.260 0.077 0.459
H 3.723 -3.293 0.211 -0.230 0.010 0.250
C -1.908 -6.649 -3.500 -0.351 -1.117 -0.055
C -2.247 -6.829 -2.031 -0.375 0.873 0.853
C -3.425 -7.757 -1.663 0.560 -0.511 -0.716
O -1.071 -7.208 -1.276 -0.788 0.016 -0.380
H -2.783 -6.297 -4.045 -0.091 -0.234 -0.056
H -1.595 -7.632 -3.852 0.013 0.035 -0.565
H -1.119 -5.927 -3.712 0.161 0.022 0.411
H -2.577 -5.830 -1.748 0.188 0.278 0.722
H -3.612 -7.932 -0.603 0.394 0.653 0.199
H -3.250 -8.767 -2.034 0.044 -0.073 -0.360
H -4.354 -7.388 -2.098 0.058 0.073 -0.084
H -0.306 -6.936 -1.787 0.187 0.014 0.052
C 8.261 2.215 5.325 -1.597 -0.212 -1.105
C 8.058 2.373 3.784 2.631 -1.941 1.301
C 9.457 2.210 3.130 -0.350 1.675 -1.292
O 7.185 1.310 3.320 0.164 1.202 0.914
H 8.602 1.207 5.561 0.494 0.041 -0.262
H 7.264 2.225 5.764 -0.025 0.535 0.447
H 8.922 2.975 5.742 -0.171 -0.088 -0.044
H 7.760 3.375 3.476 -0.642 -0.120 0.246
H 9.233 2.307 2.068 0.342 -0.614 -0.415
H 10.211 1.442 3.301 -0.869 -0.604 0.399
H 10.016 3.136 3.267 0.010 0.290 0.468
H 7.105 1.459 2.375 -0.047 -0.336 -0.494
C -1.537 5.267 4.391 0.755 0.571 -0.919
C -0.032 5.630 4.651 -0.721 -2.395 1.585
C 0.417 4.920 5.973 0.067 0.240 0.289
O 0.793 5.098 3.605 -0.646 0.713 -0.548
H -1.914 5.551 3.409 0.383 0.670 -0.167
H -2.183 5.784 5.101 0.013 -0.427 0.270
H -1.704 4.194 4.291 0.206 -0.164 0.928
H 0.105 6.692 4.855 0.083 0.184 -0.761
H -0.038 5.240 6.911 -0.505 0.641 -0.249
H 1.478 5.088 6.156 0.159 -0.094 -0.302
H 0.218 3.849 6.012 0.141 -0.125 -0.638
H 1.506 4.553 3.945 0.292 0.049 0.592
C -2.792 -0.922 0.452 -2.324 -0.742 -0.142
C -1.553 -0.813 -0.344 -0.604 -0.325 -1.409
C -1.506 0.553 -1.101 -0.233 0.068 1.115
C -1.019 1.746 -0.238 0.959 -0.713 0.015
C 0.296 1.410 0.500 -0.235 0.648 -0.919
C 0.207 0.097 1.277 1.929 -1.394 0.551
N -0.504 -1.028 0.576 3.267 2.408 -0.171
O -0.460 -2.246 1.274 -0.614 0.388 -0.147
C 1.694 -0.463 1.387 -0.250 0.514 1.506
C -0.492 0.455 2.634 -0.893 -1.283 -1.260
C -1.453 -1.893 -1.489 -0.749 -0.818 0.923
H -2.871 -0.237 1.295 0.113 0.277 -0.330
H -2.878 -1.915 0.894 0.032 -0.108 -0.034
H -3.654 -0.794 -0.203 -0.379 0.078 0.220
H -1.018 0.345 -2.053 0.803 0.685 0.172
H -2.532 0.751 -1.410 -0.227 -0.067 0.089
H -1.646 1.995 0.618 -0.927 -0.241 -0.454
H -0.942 2.669 -0.814 0.157 -0.055 -0.058
H 0.472 2.230 1.196 -0.152 -0.126 0.407
H 1.195 1.521 -0.106 -0.054 -0.691 -0.600
H 1.820 -1.229 2.152 -0.550 -0.490 -0.073
H 2.121 -0.850 0.461 -0.422 0.188 -0.275
H 2.403 0.259 1.792 -0.152 0.630 -0.360
H -1.491 0.678 2.258 -0.146 0.699 0.383
H -0.728 -0.446 3.200 0.689 -0.029 0.335
H -0.137 1.295 3.231 0.394 -0.222 -0.142
H -0.447 -1.956 -1.903 0.009 0.185 0.013
H -2.192 -1.895 -2.290 -0.050 1.139 -0.256
H -1.741 -2.872 -1.104 0.548 -0.318 0.599
H 0.139 -2.762 0.729 0.150 -0.321 0.089
C 1.675 4.762 -1.937 0.514 -0.558 0.015
C 2.092 5.699 -0.768 -0.764 -1.306 0.745
C 2.664 7.035 -1.242 -0.296 -0.408 0.308
C 1.648 8.045 -1.792 -0.719 -0.377 1.065
C 0.711 8.425 -0.560 1.306 -1.942 -0.513
C -0.053 7.117 -0.108 -0.308 -0.301 -0.061
N 0.915 5.985 0.099 0.270 0.835 1.284
O 0.301 4.835 0.740 0.366 0.737 -1.882
C -0.766 7.457 1.249 -1.011 0.560 -0.624
C -1.096 6.769 -1.214 -0.347 -1.108 0.045
C 3.243 5.008 0.082 -0.885 -0.040 -0.177
H 1.068 3.913 -1.622 -0.671 0.462 0.505
H 2.493 4.162 -2.335 0.697 0.571 -0.240
H 1.194 5.271 -2.773 -0.053 0.068 0.101
H 3.111 7.507 -0.367 0.187 0.028 0.099
H 3.498 6.719 -1.869 -0.078 0.531 -0.568
H 0.963 7.602 -2.515 0.402 0.051 -0.437
H 2.218 8.855 -2.247 -0.426 0.306 0.104
H -0.007 9.225 -0.740 0.123 -0.053 -0.021
H 1.389 8.632 0.269 -0.160 0.578 0.108
H -0.336 8.328 1.743 0.465 -0.273 0.142
H -1.779 7.796 1.031 -0.174 0.389 -0.576
H -1.060 6.710 1.987 1.112 -0.537 -0.320
H -0.641 6.369 -2.120 0.319 0.366 -0.025
H -1.737 5.931 -0.938 0.081 -0.237 0.617
H -1.833 7.511 -1.521 0.404 0.669 0.220
H 3.030 4.002 0.442 -0.632 -0.043 -0.125
H 3.463 5.587 0.979 0.037 0.247 -0.157
H 4.152 4.847 -0.498 0.058 0.477 -0.264
H 0.643 4.842 1.637 0.099 0.391 0.590
C -0.506 -6.154 1.933 0.998 0.908 1.225
C -0.485 -7.320 2.960 -0.203 2.151 0.301
C -1.526 -6.852 4.136 1.751 -1.699 -1.186
C -1.758 -8.042 5.106 -1.746 0.478 -2.172
C -2.088 -9.333 4.205 1.630 -0.803 2.002
C -1.132 -9.680 3.041 -0.231 -1.278 -2.018
N -0.926 -8.491 2.219 -2.038 0.340 1.808
O -0.273 -8.698 1.005 0.878 -0.420 0.519
C 0.202 -10.368 3.521 -0.421 -0.498 1.021
C -1.925 -10.707 2.142 0.259 0.541 -0.143
C 0.923 -7.456 3.562 0.234 0.437 0.517
H -1.483 -5.737 1.688 -0.334 -1.085 -0.864
H 0.231 -6.331 1.150 -0.679 -0.061 -0.491
H -0.152 -5.228 2.387 0.638 -0.014 0.700
H -1.073 -6.034 4.698 0.175 0.166 -0.245
H -2.376 -6.449 3.587 -0.409 -0.465 0.388
H -2.629 -7.762 5.698 -0.250 -0.381 0.099
H -0.953 -8.059 5.841 0.294 -0.769 -0.430
H -3.116 -9.600 3.960 -0.273 1.449 -0.437
H -1.941 -10.210 4.835 0.344 -0.134 0.601
H 0.390 -10.036 4.542 0.641 0.560 -0.208
H 0.171 -11.436 3.738 -1.067 -0.401 -0.390
H 1.081 -10.365 2.876 -0.168 0.982 -0.125
H -2.054 -11.656 2.662 0.023 -0.005 -0.067
H -2.894 -10.328 1.818 -0.282 0.275 0.609
H -1.476 -10.853 1.160 0.714 -0.286 0.328
H 1.650 -7.787 2.821 0.000 -0.045 -0.020
H 0.998 -8.087 4.447 -0.294 -0.416 -0.348
H 1.258 -6.513 3.994 -0.010 0.457 -0.448
H -0.807 -8.185 0.394 -0.100 0.073 -0.591
C 5.440 0.649 -6.754 -0.445 0.609 -0.740
C 6.700 1.013 -6.054 1.637 -0.803 2.220
C 7.137 2.509 -6.296 -0.053 -1.348 -0.038
C 6.327 3.571 -5.576 0.108 1.162 -1.528
C 6.286 3.336 -4.129 -0.078 -1.154 0.649
C 5.930 1.843 -3.752 -1.195 0.502 0.269
N 6.591 0.782 -4.564 1.386 3.359 -1.208
O 6.535 -0.553 -4.177 -0.745 0.661 0.259
C 6.405 1.772 -2.381 1.890 -0.804 1.931
C 4.421 1.743 -3.681 -1.686 -0.312 -2.416
C 7.870 0.114 -6.525 -0.096 0.725 -0.479
H 5.648 0.365 -7.785 -0.121 0.006 -0.107
H 4.871 1.579 -6.761 -0.770 -0.399 -0.156
H 4.917 -0.177 -6.272 -0.116 0.111 -0.010
H 8.180 2.571 -5.986 0.070 0.067 0.266
H 7.184 2.570 -7.383 -0.324 0.504 -0.115
H 5.340 3.803 -5.977 -0.434 -0.950 -0.184
H 6.732 4.572 -5.726 0.739 0.017 -0.193
H 5.563 4.018 -3.680 -0.364 -0.337 0.184
H 7.204 3.617 -3.614 0.425 -0.258 -0.370
H 6.256 0.822 -1.868 -0.482 0.000 -0.056
H 7.487 1.849 -2.483 0.300 0.218 0.561
H 6.017 2.597 -1.783 0.007 -0.145 0.132
H 4.046 0.767 -3.374 0.027 -0.016 0.396
H 3.776 2.541 -3.314 0.771 0.116 1.382
H 4.032 1.872 -4.691 0.084 -0.576 -0.686
H 8.723 0.117 -5.846 -0.222 0.030 0.190
H 8.205 0.598 -7.442 0.208 -0.327 -0.332
H 7.590 -0.913 -6.758 -0.133 0.074 0.158
H 5.591 -0.730 -4.194 -0.479 -0.745 0.042
C -2.458 6.937 -4.723 -1.215 0.917 1.156
C -3.918 6.787 -5.194 -0.210 0.061 -2.653
C -3.955 5.450 -6.026 -0.919 1.547 1.079
C -5.393 4.979 -6.197 1.582 -1.253 -0.651
C -6.020 4.738 -4.875 -1.500 0.820 0.344
C -6.163 6.024 -4.009 0.170 -0.089 0.158
N -4.870 6.761 -4.042 0.886 -3.418 -2.175
O -4.901 7.925 -3.373 -0.026 1.959 1.031
C -7.407 6.890 -4.408 0.486 0.056 -0.482
C -6.363 5.611 -2.566 -0.188 0.584 0.984
C -4.234 7.970 -6.210 -0.688 0.037 0.948
H -1.619 6.674 -5.368 -0.541 -0.046 -0.531
H -2.371 6.355 -3.805 0.235 0.162 0.160
H -2.457 8.010 -4.531 0.987 0.008 0.629
H -3.525 5.552 -7.022 0.396 0.452 0.207
H -3.307 4.809 -5.428 -0.413 -0.774 -0.195
H -5.258 4.027 -6.711 -0.491 -0.355 -0.142
H -5.995 5.572 -6.885 0.124 0.446 0.221
H -5.524 3.935 -4.331 0.263 0.205 0.112
H -7.037 4.397 -5.068 -0.193 -0.198 0.272
H -8.319 6.294 -4.446 0.195 -0.396 -0.612
H -7.755 7.703 -3.770 0.901 0.014 0.664
H -7.158 7.396 -5.341 -0.445 -0.262 -0.386
H -5.695 4.851 -2.159 0.153 -0.127 -0.418
H -6.181 6.519 -1.990 -0.153 -0.030 0.343
H -7.390 5.333 -2.329 -0.077 -0.175 -0.220
H -3.371 8.601 -6.425 0.206 -0.439 -0.396
H -4.939 8.691 -5.795 -0.083 -0.048 0.482
H -4.759 7.629 -7.102 0.447 -0.161 -0.231
H -4.518 7.676 -2.529 0.149 0.512 0.336
```
Forces are in eV/Å.

Kohn-Sham gap   0.299 Ha
HOMO   -7.77 eV
LUMO energy   0.36 eV
Electronic energy   -150489.0995 eV